Formula: C14H21NO2S
Source: the Open Molecules 2025 dataset
Level of theory: the ωB97M-V functional and the def2-TZVPD basis

## Properties
Relative energy (zero: lowest compared OMol25 entry of this formula, charge and spin): 37.59 kJ/mol
M: 267.4 g mol⁻¹

```
39
C14H21NO2S, DFT the ωB97M-V functional and the def2-TZVPD basis
C -4.359 -0.753 1.063
C -4.198 -0.684 -0.454
O -4.167 0.624 -0.988
C -3.145 1.478 -0.525
C -1.727 0.969 -0.798
C -0.690 2.065 -0.552
N 0.652 1.548 -0.678
C 1.494 1.439 0.373
O 1.249 1.879 1.480
C 2.796 0.777 0.038
C 3.971 1.447 0.358
C 5.204 0.902 0.048
C 5.276 -0.332 -0.576
C 4.115 -1.029 -0.865
C 2.880 -0.482 -0.554
S 1.420 -1.457 -0.900
C 0.844 -1.727 0.825
C -0.339 -2.673 0.829
H -5.197 -0.135 1.378
H -3.461 -0.413 1.574
H -4.551 -1.781 1.356
H -3.305 -1.247 -0.760
H -5.067 -1.140 -0.936
H -3.312 2.410 -1.073
H -3.263 1.685 0.547
H -1.502 0.126 -0.142
H -1.663 0.624 -1.832
H -0.779 2.456 0.464
H -0.833 2.886 -1.262
H 0.891 1.090 -1.545
H 3.897 2.407 0.847
H 6.107 1.440 0.294
H 6.234 -0.762 -0.825
H 4.156 -2.002 -1.329
H 0.585 -0.757 1.249
H 1.687 -2.146 1.375
H -1.160 -2.268 0.241
H -0.058 -3.635 0.405
H -0.683 -2.827 1.849
```

---

Formula: C14H21NO5S
Source: the Open Molecules 2025 dataset
Level of theory: the ωB97M-V functional and the def2-TZVPD basis

## Properties
Relative energy (zero: lowest compared OMol25 entry of this formula, charge and spin): 0.00 kJ/mol
M: 315.4 g mol⁻¹

```
42
C14H21NO5S, DFT the ωB97M-V functional and the def2-TZVPD basis
C 2.304 -0.430 2.734
C 1.004 -1.118 2.312
C -0.021 -0.122 1.806
C -0.740 0.591 2.778
C -1.747 1.444 2.353
C -2.040 1.594 0.997
C -1.370 0.897 0.010
C -1.804 1.162 -1.426
C -3.233 0.737 -1.725
C -0.326 0.034 0.427
N 0.411 -0.660 -0.567
C -0.305 -1.766 -1.180
O 0.127 -2.975 -0.576
C -0.831 -3.572 0.282
C 1.436 -0.030 -1.287
O 1.925 -0.579 -2.256
C 2.111 1.232 -0.808
S 2.380 2.243 -2.221
O 1.118 2.553 -2.930
O 3.066 3.446 -1.809
O 3.387 1.387 -3.229
H 2.899 -0.136 1.841
H 2.024 0.440 3.315
H 2.891 -1.081 3.410
H 1.219 -1.868 1.552
H 0.602 -1.674 3.150
H -0.497 0.500 3.837
H -2.228 2.067 3.091
H -2.845 2.297 0.758
H -1.735 2.230 -1.604
H -1.107 0.632 -2.101
H -3.332 -0.351 -1.675
H -3.969 1.223 -1.045
H -3.490 1.015 -2.736
H -1.395 -1.634 -1.051
H -0.093 -1.791 -2.274
H -1.775 -3.705 -0.266
H -0.460 -4.570 0.620
H -1.024 -2.986 1.196
H 1.462 1.838 -0.192
H 3.042 0.997 -0.317
H 2.957 0.491 -3.191
```

---

Formula: C14H22AlI2N2O3S2Tb
Source: the Open Molecules 2025 dataset
Level of theory: the ωB97M-V functional and the def2-TZVPD basis

## Properties
Total energy: -90854.2967 eV
Net charge: +4
2S+1: 7
M: 770.2 g mol⁻¹

```
47
C14H22AlI2N2O3S2Tb, DFT the ωB97M-V functional and the def2-TZVPD basis
I -0.351 -4.240 -0.287
I -0.328 -3.384 -3.017
Tb 0.333 0.255 -2.172
Al 0.213 -0.183 0.917
S 1.710 -1.355 -0.583
S -1.421 -0.870 -0.478
C 1.950 0.047 2.209
C 3.588 -0.835 -0.810
C -3.019 0.235 -0.488
C 4.012 -1.167 -2.236
C 3.920 0.597 -0.441
C 4.092 -1.855 0.211
C -3.648 0.064 -1.866
C -2.851 1.691 -0.123
C -3.715 -0.601 0.582
C 2.148 1.667 -3.208
C -1.088 2.191 -3.045
O 2.731 0.157 3.044
O 2.962 2.203 -3.860
O -1.747 2.955 -3.611
H 3.615 -0.450 -2.979
H 3.654 -2.170 -2.514
H 5.121 -1.146 -2.285
H 3.541 1.328 -1.180
H 5.030 0.667 -0.443
H 3.536 0.858 0.555
H 3.691 -1.617 1.213
H 5.191 -1.845 0.217
H 3.727 -2.857 -0.084
H -4.689 0.433 -1.800
H -3.644 -1.000 -2.151
H -3.114 0.636 -2.647
H -3.878 2.100 -0.004
H -2.318 2.274 -0.899
H -2.308 1.807 0.825
H -4.745 -0.240 0.704
H -3.152 -0.528 1.531
H -3.699 -1.666 0.271
N -1.568 -0.527 3.105
C -2.240 0.109 4.065
C -1.987 1.464 3.916
C -1.110 1.616 2.857
N -0.805 0.371 2.371
H -1.465 -1.519 2.947
H -2.838 -0.427 4.774
H -2.387 2.274 4.498
H -0.652 2.480 2.404
```

---

Formula: C14H22Cl18O4
Source: the Open Molecules 2025 dataset
Level of theory: the ωB97M-V functional and the def2-TZVPD basis

## Properties
Total energy: -248468.4328 eV
M: 892.5 g mol⁻¹

```
58
C14H22Cl18O4, DFT the ωB97M-V functional and the def2-TZVPD basis
C -18.667 -0.309 -5.115
C -18.336 -1.191 -6.262
O -17.470 -0.406 -7.123
C -18.110 0.391 -7.999
C -17.037 0.891 -8.905
O -19.288 0.559 -8.013
H -19.131 0.628 -5.450
H -17.757 0.028 -4.630
H -19.402 -0.774 -4.456
H -17.784 -2.097 -6.024
H -19.239 -1.512 -6.779
H -16.646 0.075 -9.508
H -16.299 1.307 -8.221
H -17.299 1.674 -9.604
C -18.669 -4.038 -13.301
C -19.098 -3.494 -11.968
O -18.053 -3.898 -11.030
C -18.183 -3.414 -9.847
C -17.186 -4.019 -8.973
O -19.096 -2.742 -9.485
H -19.376 -3.864 -14.125
H -18.499 -5.108 -13.237
H -17.729 -3.556 -13.521
H -19.124 -2.422 -11.900
H -20.067 -3.865 -11.620
H -17.151 -3.487 -8.036
H -16.179 -4.124 -9.343
H -17.477 -5.023 -8.615
Cl -20.855 -1.085 -13.792
C -19.644 0.228 -13.503
Cl -19.015 0.105 -11.837
Cl -20.450 1.797 -13.806
H -18.830 0.117 -14.215
Cl -16.501 -1.190 -14.575
C -16.617 -1.427 -16.325
Cl -18.299 -1.558 -16.817
Cl -15.659 -2.804 -16.868
H -16.198 -0.548 -16.788
Cl -22.022 -8.523 -13.323
C -21.953 -6.887 -12.685
Cl -22.282 -5.701 -13.898
Cl -20.394 -6.700 -11.894
H -22.746 -6.784 -11.952
Cl -14.261 -1.875 -9.102
C -12.876 -0.849 -8.806
Cl -13.350 0.881 -8.746
Cl -11.637 -1.172 -9.986
H -12.561 -1.062 -7.795
Cl -14.925 -4.157 -6.392
C -14.102 -3.323 -5.107
Cl -14.794 -3.615 -3.519
Cl -14.090 -1.619 -5.376
H -13.076 -3.681 -5.069
Cl -22.438 -2.780 -8.455
C -22.094 -1.079 -8.726
Cl -22.773 -0.192 -7.372
Cl -22.724 -0.500 -10.274
H -21.032 -0.894 -8.783
```

---

Formula: C14H22ClIrO5P
Source: the Open Molecules 2025 dataset
Level of theory: the ωB97M-V functional and the def2-TZVPD basis

## Properties
Total energy: -49740.7427 eV
Net charge: +2
2S+1: 6
M: 529.0 g mol⁻¹

```
44
C14H22ClIrO5P, DFT the ωB97M-V functional and the def2-TZVPD basis
Cl -2.882 1.098 -1.457
C 1.310 -2.077 -4.820
C 2.112 -0.853 -4.610
C 1.240 0.218 -4.451
H 3.265 -0.828 -4.486
C -0.091 -0.253 -4.685
C -0.013 -1.634 -4.822
H -0.920 -2.252 -5.029
H 1.718 -3.089 -4.873
H 1.439 1.274 -4.302
C -1.279 0.597 -4.934
Ir 1.255 -1.464 -2.606
C 1.577 -0.400 -1.059
C 0.051 -2.522 -1.452
O 1.722 0.280 -0.129
O -0.564 -3.194 -0.692
H -1.272 1.480 -4.289
H -2.195 0.088 -4.601
H -1.419 0.924 -5.987
C 1.774 -2.181 3.540
C 0.716 -1.892 2.511
O 0.523 -0.434 2.486
P -0.915 0.320 2.273
O -0.712 1.584 3.342
C -0.206 1.280 4.727
C -1.149 0.347 5.495
O -0.892 0.963 0.865
C -0.493 2.306 0.425
C -1.667 3.204 0.173
H 2.740 -1.777 3.228
H 1.878 -3.257 3.664
H 1.515 -1.743 4.506
H 1.047 -2.191 1.501
H -0.227 -2.422 2.733
H 0.824 0.863 4.654
H -0.145 2.271 5.205
H -1.003 -0.702 5.173
H -0.894 0.424 6.568
H -2.200 0.653 5.335
H 0.233 2.706 1.156
H -0.036 2.045 -0.541
H -2.253 3.356 1.086
H -1.254 4.158 -0.177
H -2.259 2.724 -0.646
```

---

Formula: C14H22ClO5PPd
Source: the Open Molecules 2025 dataset
Level of theory: the ωB97M-V functional and the def2-TZVPD basis

## Properties
Total energy: -50378.8660 eV
Net charge: +2
2S+1: 5
M: 443.2 g mol⁻¹

```
44
C14H22ClO5PPd, DFT the ωB97M-V functional and the def2-TZVPD basis
Cl 1.755 -1.178 -1.934
C 2.049 2.844 -2.430
C 0.864 3.505 -2.040
C -0.237 2.788 -2.579
H 0.801 4.391 -1.432
C 0.264 1.673 -3.294
C 1.681 1.732 -3.218
H 2.347 0.979 -3.599
H 3.053 3.133 -2.169
H -1.278 3.040 -2.456
C -0.525 0.655 -4.039
Pd 0.796 1.375 -0.919
C 0.086 2.404 0.551
C 2.158 0.838 0.384
O -0.340 3.033 1.448
O 2.977 0.452 1.120
H -1.475 0.457 -3.544
H 0.032 -0.278 -4.094
H -0.741 0.988 -5.058
C -3.685 0.111 1.816
C -2.500 0.744 1.092
O -2.043 -0.091 0.042
P -0.458 -0.670 0.348
O -1.404 -1.879 1.144
C -1.085 -2.138 2.529
C -0.346 -1.075 3.370
O 1.126 -1.292 0.705
C 1.327 -2.689 0.493
C 2.841 -2.978 0.451
H -4.505 -0.105 1.103
H -4.051 0.800 2.605
H -3.406 -0.832 2.312
H -2.827 1.705 0.649
H -1.729 0.993 1.844
H -2.031 -2.351 3.060
H -0.550 -3.097 2.626
H -0.942 -0.154 3.475
H -0.196 -1.478 4.395
H 0.663 -0.833 2.987
H 0.987 -3.290 1.337
H 0.837 -3.062 -0.430
H 3.318 -2.661 1.404
H 3.025 -4.064 0.311
H 3.366 -2.445 -0.365
```

---

Formula: C14H22FNP
Source: the Open Molecules 2025 dataset
Level of theory: the ωB97M-V functional and the def2-TZVPD basis

## Properties
Total energy: -28370.4118 eV
Net charge: -1
M: 254.3 g mol⁻¹

```
39
C14H22FNP, DFT the ωB97M-V functional and the def2-TZVPD basis
N 0.760 -2.140 1.468
C 0.163 -0.800 1.491
C -1.197 -0.647 0.812
P -2.622 -1.737 1.450
F -3.904 -2.725 2.060
H 0.833 -2.441 0.500
H 0.096 -2.781 1.892
H 0.070 -0.503 2.541
H 0.892 -0.112 1.044
H -1.094 -0.812 -0.270
H -1.515 0.394 0.945
H -3.503 -0.575 1.656
H -2.117 -1.607 2.825
H -1.841 -2.968 1.274
H -3.169 -1.911 0.101
C 3.751 -1.105 -2.425
C 4.774 -2.029 -2.589
C 4.493 -3.388 -2.549
C 3.190 -3.821 -2.345
C 2.168 -2.896 -2.186
C 2.448 -1.538 -2.225
H 3.970 -0.044 -2.445
H 5.791 -1.690 -2.741
H 5.291 -4.110 -2.669
H 2.971 -4.881 -2.303
H 1.152 -3.232 -2.019
H 1.650 -0.820 -2.084
C -2.903 4.095 1.737
C -2.710 3.078 0.812
C -1.765 3.229 -0.193
C -1.020 4.397 -0.278
C -1.217 5.416 0.644
C -2.158 5.264 1.653
H -3.631 3.971 2.528
H -3.275 2.157 0.887
H -1.603 2.423 -0.898
H -0.279 4.510 -1.060
H -0.632 6.326 0.580
H -2.307 6.055 2.377
```

---

Formula: C14H22I2O7
Source: the Open Molecules 2025 dataset
Level of theory: the ωB97M-V functional and the def2-TZVPD basis

## Properties
Relative energy (zero: lowest compared OMol25 entry of this formula, charge and spin): 0.00 kJ/mol
M: 556.1 g mol⁻¹

```
45
C14H22I2O7, DFT the ωB97M-V functional and the def2-TZVPD basis
C 3.386 -3.047 0.761
O 4.046 -1.795 0.613
C 3.983 -0.941 1.718
C 2.888 0.128 1.594
I 1.246 -0.316 2.961
O 3.374 1.386 2.082
C 2.504 2.332 1.614
O 2.360 3.418 2.056
O 1.816 1.816 0.549
C 2.426 0.580 0.209
I 4.248 1.161 -0.917
C 1.577 -0.272 -0.726
C 0.043 -0.084 -0.631
C -0.739 -1.406 -0.748
C -1.202 -1.968 0.577
O -2.249 -1.120 1.071
C -2.444 -1.151 2.408
C -2.821 0.193 2.966
O -2.333 -2.150 3.052
H 4.128 -3.846 0.777
H 2.732 -3.214 -0.099
H 2.776 -3.082 1.667
H 3.837 -1.504 2.641
H 4.930 -0.403 1.810
H 1.868 -0.002 -1.738
H 1.843 -1.322 -0.608
H -0.280 0.555 -1.453
H -0.218 0.438 0.291
H -1.617 -1.248 -1.379
H -0.131 -2.170 -1.241
H -1.555 -2.997 0.478
H -0.378 -1.980 1.290
H -2.238 0.976 2.482
H -3.881 0.388 2.797
H -2.614 0.195 4.033
C -3.658 1.701 -2.246
C -2.831 1.729 -3.510
C -2.756 3.048 -4.240
O -2.256 0.745 -3.913
H -3.634 0.704 -1.811
H -3.264 2.420 -1.525
H -4.691 1.976 -2.468
H -2.331 3.813 -3.587
H -3.756 3.372 -4.533
H -2.135 2.941 -5.126
```

---

Formula: C14H22N2O3
Source: the Open Molecules 2025 dataset
Level of theory: the ωB97M-V functional and the def2-TZVPD basis

## Properties
Relative energy (zero: lowest compared OMol25 entry of this formula, charge and spin): 121.63 kJ/mol
M: 266.3 g mol⁻¹

```
41
C14H22N2O3, DFT the ωB97M-V functional and the def2-TZVPD basis
C 3.108 -1.936 1.496
C 2.894 -1.367 0.094
C 3.302 -2.393 -0.970
N 3.634 -0.116 -0.014
C 3.223 0.791 -1.079
C 2.586 2.042 -0.442
O 3.454 2.595 0.511
C 1.241 1.698 0.222
O 0.386 1.150 -0.756
C -0.838 0.695 -0.373
C -1.350 0.764 0.917
C -2.614 0.262 1.186
C -3.389 -0.318 0.193
C -4.772 -0.827 0.474
C -5.855 0.122 -0.036
N -5.595 1.428 0.200
O -6.872 -0.257 -0.568
C -2.868 -0.382 -1.098
C -1.614 0.114 -1.379
H 2.822 -1.204 2.247
H 2.512 -2.833 1.635
H 4.156 -2.187 1.644
H 1.833 -1.131 -0.037
H 4.348 -2.668 -0.846
H 3.167 -1.984 -1.969
H 2.696 -3.291 -0.882
H 4.624 -0.324 -0.074
H 2.494 0.334 -1.754
H 4.085 1.114 -1.667
H 2.420 2.805 -1.208
H 3.799 1.845 1.020
H 0.812 2.612 0.651
H 1.423 0.978 1.031
H -0.780 1.206 1.719
H -2.994 0.321 2.197
H -4.925 -0.945 1.549
H -4.938 -1.794 -0.003
H -4.707 1.725 0.563
H -6.244 2.121 -0.134
H -3.458 -0.827 -1.885
H -1.206 0.065 -2.376
```

---

Formula: C14H23AlGeNO4SSbSe5
Source: the Open Molecules 2025 dataset
Level of theory: the ωB97M-V functional and the def2-TZVPD basis

## Properties
Net charge: -2
Relative energy (zero: lowest compared OMol25 entry of this formula, charge and spin): 99.45 kJ/mol
M: 917.6 g mol⁻¹

```
51
C14H23AlGeNO4SSbSe5, DFT the ωB97M-V functional and the def2-TZVPD basis
Al 0.633 -1.441 -0.362
C -6.897 -3.859 -2.734
C -5.655 -3.061 -2.448
C -5.706 -1.863 -1.748
C -4.548 -1.148 -1.480
C -3.336 -1.633 -1.926
C -3.269 -2.808 -2.654
C -4.424 -3.521 -2.909
S -1.757 -0.893 -1.475
O -2.019 0.236 -0.627
O -1.050 -0.655 -2.701
N -1.093 -2.136 -0.706
C -1.693 -2.248 0.597
C -1.174 -1.120 1.492
O -1.784 -0.706 2.447
O 0.012 -0.722 1.140
H -7.764 -3.441 -2.224
H -6.767 -4.895 -2.414
H -7.092 -3.857 -3.809
H -6.661 -1.490 -1.402
H -4.574 -0.218 -0.930
H -2.300 -3.135 -2.996
H -4.374 -4.449 -3.460
H -1.374 -3.197 1.046
H -2.786 -2.223 0.534
Se 1.870 -3.331 0.289
Sb 3.438 -2.078 -1.312
Se 1.817 -0.128 -1.783
Se 3.840 -3.443 -3.272
Se 5.422 -1.303 -0.161
C 4.429 5.343 2.272
Ge 3.675 3.671 1.449
C 5.031 2.247 1.633
C 3.335 4.008 -0.467
C 1.928 3.390 2.381
Se 1.027 1.667 2.019
C 2.100 0.578 3.219
H 5.368 5.611 1.799
H 4.619 5.192 3.330
H 3.752 6.187 2.173
H 5.907 2.508 1.044
H 4.674 1.298 1.243
H 5.344 2.108 2.665
H 4.268 4.176 -0.998
H 2.684 4.864 -0.628
H 2.857 3.134 -0.897
H 1.226 4.133 1.996
H 2.003 3.535 3.459
H 3.158 0.716 3.014
H 1.809 -0.451 3.032
H 1.871 0.851 4.250
```

---

Formula: C14H23BeF3NO3PS
Source: the Open Molecules 2025 dataset
Level of theory: the ωB97M-V functional and the def2-TZVPD basis

## Properties
Relative energy (zero: lowest compared OMol25 entry of this formula, charge and spin): 0.00 kJ/mol
M: 382.4 g mol⁻¹

```
47
C14H23BeF3NO3PS, DFT the ωB97M-V functional and the def2-TZVPD basis
C 0.915 -3.986 -0.048
C 1.945 -3.052 0.017
C 1.666 -1.701 0.284
C 0.351 -1.302 0.499
C -0.677 -2.237 0.437
C -0.400 -3.590 0.185
C 2.792 -0.694 0.330
C 2.731 0.444 -0.692
N 1.383 0.850 -1.156
Be -0.163 0.378 0.690
C -2.109 -1.777 0.571
P -2.237 -0.101 -0.154
H 2.989 -3.344 -0.152
H -1.245 -4.282 0.148
H 1.126 -5.029 -0.284
H -2.412 -1.668 1.630
H -2.815 -2.450 0.053
H 2.851 -0.239 1.333
H 3.739 -1.221 0.160
H 3.208 1.328 -0.252
C -3.833 0.674 0.148
C -2.367 -0.596 -1.931
H 3.306 0.154 -1.589
C 0.987 0.119 -2.362
C 1.349 2.298 -1.403
H -1.573 0.528 1.199
H 1.703 0.293 -3.184
H 0.946 -0.956 -2.147
H -0.003 0.456 -2.693
H 1.983 2.562 -2.268
H 0.323 2.625 -1.612
H 1.713 2.827 -0.514
H -3.290 -1.169 -2.101
H -2.383 0.296 -2.570
H -1.518 -1.222 -2.233
H -4.650 0.022 -0.202
H -3.950 0.863 1.222
H -3.877 1.636 -0.382
H -0.924 0.713 -0.526
F -0.150 4.210 3.750
C -0.121 3.475 2.619
F -1.397 3.228 2.223
F 0.491 4.190 1.644
S 0.781 1.854 2.886
O 2.113 2.191 3.296
O -0.091 1.040 3.694
O 0.793 1.363 1.435
```

---

Which of these has the lowest M?
C14H22FNP

---

Among the records above, which one has the lowest M?
C14H22FNP